{
  "formula": "C23H23NO4",
  "method": "ωB97M-V with the def2-TZVPD basis set",
  "mol_weight_g_mol": 377.44,
  "homo_lumo_gap_ev": 6.46,
  "e_homo_ev": -8.3,
  "total_charge": 0,
  "symbols": ["C", "C", "C", "O", "C", "O", "C", "C", "C", "C", "C", "C", "C", "N", "C", "C", "C", "O", "O", "H", "H", "H", "H", "H", "H", "H", "H", "H", "H", "H", "H", "C", "C", "C", "C", "C", "C", "C", "C", "C", "H", "H", "H", "H", "H", "H", "H", "H", "H", "H", "H"],
  "xyz": [[-1.251253, 2.995212, 0.895653], [-1.030551, 2.518887, -0.530632], [-1.219165, 3.705890, -1.441201], [0.283078, 1.979287, -0.668376], [0.444442, 0.799361, 0.071027], [1.534452, 0.655855, 0.638401], [-0.600539, -0.168309, 0.021646], [-0.833794, -1.051136, 1.182223], [-0.900170, -0.301166, 2.481323], [-2.126007, -0.043780, 3.084402], [-2.116481, 0.514541, 4.359562], [-0.908098, 0.853227, 4.984321], [-0.877473, 1.279329, 6.349768], [-0.818795, 1.565622, 7.483559], [0.301635, 0.641948, 4.326724], [0.289938, 0.111886, 3.050550], [-1.854817, 0.238180, -0.630158], [-2.789534, -0.549672, -0.788147], [-2.040602, 1.549903, -0.960532], [-1.241701, 2.151894, 1.593434], [-0.448725, 3.707024, 1.135261], [-2.232415, 3.477042, 0.947522], [-1.233734, 3.407302, -2.483513], [-2.192558, 4.133071, -1.206005], [-0.430572, 4.433247, -1.267125], [-1.780608, -1.579240, 1.044461], [-0.015826, -1.765312, 1.288947], [-3.028044, -0.237245, 2.499314], [-3.049463, 0.660643, 4.894991], [1.251321, 0.867414, 4.799693], [1.186485, 0.084541, 2.444091], [-0.523119, -3.079684, -1.731152], [0.587546, -2.092180, -1.416264], [1.436373, -2.333720, -0.204068], [1.202435, -1.458372, -2.568383], [2.021428, -0.298119, -2.459047], [2.967890, 0.007576, -3.439493], [3.154321, -0.831051, -4.540705], [2.334102, -1.959193, -4.671665], [1.295910, -2.194893, -3.781460], [-1.073333, -2.795124, -2.652732], [-0.044663, -4.072218, -1.935648], [-1.233588, -3.170742, -0.887237], [1.817364, -1.425197, 0.287617], [0.918928, -2.992372, 0.502449], [2.370932, -2.874342, -0.483954], [1.931130, 0.347219, -1.587447], [3.582987, 0.903980, -3.324696], [3.883786, -0.596680, -5.312148], [2.475687, -2.672466, -5.474737], [0.623459, -3.047871, -3.920416]],
  "atomic_forces_ev_per_a": [[-0.173, -0.492, 0.097], [-0.362, 0.002, -0.308], [0.058, -0.245, -0.287], [-0.632, -0.798, 0.311], [1.814, 0.546, 0.171], [-1.062, 0.230, -1.019], [-0.370, 0.455, -1.383], [0.055, -0.657, 0.754], [-0.291, -0.099, -0.416], [0.460, 0.277, 0.255], [-0.376, 0.135, -0.001], [-0.134, -0.595, -0.158], [0.007, 0.637, 2.631], [-0.155, -0.505, -2.425], [0.094, 0.159, -0.243], [0.227, 0.174, 0.632], [-1.545, -0.803, 0.121], [1.248, 1.261, -0.108], [0.810, -0.155, 0.237], [0.103, 0.236, 0.051], [-0.327, -0.232, 0.060], [0.230, -0.022, 0.134], [0.159, -0.075, -0.148], [0.076, 0.141, -0.060], [-0.015, 0.075, 0.004], [0.260, -0.099, -0.156], [-0.496, 0.138, 0.207], [0.067, -0.144, 0.561], [0.113, 0.118, -0.057], [-0.185, 0.170, 0.051], [-0.004, -0.450, 0.517], [-0.014, 0.220, 0.041], [-0.646, -0.001, 0.174], [0.536, -0.723, -0.298], [1.305, 1.048, -0.756], [0.141, -0.599, -0.081], [-0.272, 0.148, 0.059], [-0.522, -0.323, 0.239], [-0.239, 0.416, -0.177], [-0.062, -0.313, 1.022], [0.250, -0.061, 0.766], [-0.342, 0.622, 0.402], [0.433, -0.018, -0.413], [-0.307, -0.022, -0.225], [0.248, 0.190, -0.209], [-0.603, 0.214, -0.268], [0.208, -0.290, -0.292], [-0.262, -0.288, -0.046], [0.018, -0.119, 0.279], [-0.024, 0.246, -0.165], [0.501, 0.268, -0.076]],
  "mulliken_charge": [-0.91, 1.38, -1.81, -0.35, -0.66, -0.72, 2.39, -0.98, -0.21, 0.10, -0.89, 0.62, -0.02, -0.54, -1.17, -0.03, -0.18, -0.68, -0.37, -0.12, 0.32, 0.49, 0.44, 0.38, 0.40, 0.75, -0.28, 0.44, 0.43, 0.43, 0.42, -1.87, 2.26, -1.62, 0.47, 0.10, -1.03, -0.38, -0.73, -0.61, 0.40, 0.49, 0.27, 0.35, 0.51, 0.45, 0.36, 0.42, 0.40, 0.38, 0.36]
}